(1)
{
  "formula": "C18H66BCl2FO29Si",
  "method": "ωB97M-V/def2-TZVPD",
  "symbols": ["C", "Si", "C", "C", "C", "C", "C", "C", "O", "Cl", "C", "C", "C", "C", "C", "F", "C", "C", "C", "O", "C", "Cl", "C", "O", "B", "O", "O", "C", "O", "H", "H", "H", "H", "H", "H", "H", "H", "H", "H", "H", "H", "H", "H", "H", "H", "H", "H", "H", "H", "O", "H", "H", "O", "H", "H", "O", "H", "H", "O", "H", "H", "O", "H", "H", "O", "H", "H", "O", "H", "H", "O", "H", "H", "O", "H", "H", "O", "H", "H", "O", "H", "H", "O", "H", "H", "O", "H", "H", "O", "H", "H", "O", "H", "H", "O", "H", "H", "O", "H", "H", "O", "H", "H", "O", "H", "H", "O", "H", "H", "O", "H", "H", "O", "H", "H", "O", "H", "H"],
  "xyz": [[4.0527, -2.3913, 0.1295], [3.4976, -0.8542, -0.8018], [4.9064, 0.3944, -0.8309], [3.1854, -1.3985, -2.5871], [1.9779, 0.0456, -0.0520], [1.6158, -0.0670, 1.3054], [2.4285, -0.8945, 2.2751], [2.3761, -0.3935, 3.6823], [2.0300, -1.0069, 4.6215], [2.9356, 1.3077, 3.8535], [0.4802, 0.5564, 1.8185], [-0.3679, 1.3365, 1.0320], [-1.6076, 1.9325, 1.6428], [-2.7304, 0.9024, 1.6160], [-4.0444, 1.4260, 2.1660], [-4.5163, 0.5466, 3.2004], [-0.0113, 1.4799, -0.3097], [1.1339, 0.8587, -0.8297], [1.3859, 1.1355, -2.2750], [2.4580, 1.3827, -2.7515], [0.1456, 1.1676, -3.1160], [0.1688, 0.4829, -4.6653], [-0.9384, 1.7534, -2.6139], [-2.0855, 1.9131, -3.3435], [-3.2940, 1.7478, -2.6842], [-4.2277, 2.7651, -2.7464], [-3.6009, 0.5947, -2.0101], [-0.8683, 2.2828, -1.2338], [-1.4505, 3.2965, -0.9311], [4.7947, -2.1283, 0.8817], [4.5736, -3.0249, -0.5823], [3.2590, -2.9490, 0.6162], [5.8312, -0.1251, -1.0885], [4.7132, 1.1083, -1.6245], [5.0626, 0.8969, 0.1217], [2.1303, -1.4697, -2.8438], [3.6218, -2.3873, -2.7086], [3.7328, -0.7531, -3.2616], [3.4843, -0.8530, 2.0132], [2.1056, -1.9310, 2.2383], [0.1899, 0.4348, 2.8544], [-1.3947, 2.1102, 2.6974], [-1.8724, 2.8834, 1.2036], [-2.9165, 0.4774, 0.6313], [-2.4537, 0.0645, 2.2562], [-3.9240, 2.4064, 2.6078], [-4.8022, 1.4257, 1.4034], [-3.8081, 3.5532, -2.3699], [-4.1530, 0.8418, -1.2579], [1.0468, -3.5887, 1.5732], [0.3644, -4.1024, 1.1242], [0.6667, -3.4310, 2.4480], [6.4859, 1.3428, 4.0575], [5.6109, 1.0128, 3.8293], [6.4387, 2.2797, 3.8347], [-4.8098, -1.2269, -3.9636], [-5.2100, -0.4712, -4.4084], [-4.3561, -0.8497, -3.1963], [-6.2815, -0.7530, 1.2397], [-6.7107, 0.0178, 0.8549], [-5.7400, -0.3937, 1.9556], [4.4475, -1.2724, -5.5361], [3.6738, -0.6993, -5.5611], [4.6940, -1.3835, -6.4596], [3.4318, 4.2912, -1.6854], [2.8770, 4.9977, -2.0298], [3.1916, 3.5200, -2.2119], [-1.8940, -1.3579, -6.5215], [-2.5738, -1.9612, -6.8388], [-2.1669, -1.1753, -5.6182], [-5.1501, 3.4293, 0.3567], [-5.4274, 4.2289, 0.8239], [-5.8109, 3.3240, -0.3359], [9.4746, 2.9203, 3.7439], [8.9666, 3.6294, 3.3388], [8.8273, 2.2187, 3.8908], [-3.4336, -3.4942, -5.6614], [-3.5473, -4.3038, -5.1535], [-4.1551, -2.9408, -5.3350], [4.5019, 4.5406, 4.3544], [3.7885, 3.9978, 4.0054], [4.2194, 4.7614, 5.2475], [-0.4738, -3.5050, -8.5464], [-0.7254, -2.7458, -8.0070], [-1.1981, -3.6095, -9.1698], [3.0168, 0.6139, 6.9190], [3.5811, 0.1732, 7.5617], [2.7931, -0.0797, 6.2865], [11.4843, 0.7121, 4.1646], [10.8973, 1.4208, 3.8701], [11.2319, -0.0479, 3.6328], [5.1221, -4.9919, 1.1765], [5.6889, -5.4371, 1.8144], [4.9432, -5.6620, 0.5093], [-7.6552, -3.3839, 1.4717], [-8.2236, -3.5844, 0.7227], [-7.4606, -2.4401, 1.3907], [-1.3663, 2.8957, -6.2140], [-1.7737, 2.6764, -5.3680], [-2.0906, 2.8649, -6.8460], [-7.0000, 5.7423, 1.2651], [-7.2423, 6.5401, 1.7458], [-7.6781, 5.6555, 0.5875], [0.2770, -4.3035, 4.3740], [0.0266, -5.1101, 4.8345], [-0.4245, -3.6757, 4.5823], [-4.2058, 2.7482, 5.2620], [-4.7768, 3.4312, 4.8974], [-4.4485, 1.9494, 4.7795], [-6.2485, -3.7596, -4.1282], [-6.9109, -3.8998, -4.8117], [-6.0829, -2.8068, -4.1269], [-1.7806, -2.0194, 3.7354], [-2.5588, -2.4756, 3.3957], [-2.0658, -1.6791, 4.5915], [-1.4827, -4.3259, 0.1035], [-1.7093, -3.5602, 0.6418], [-2.1295, -4.3122, -0.6091]],
  "atomic_forces_ev_per_a": [[-0.1, 0.6, 0.1], [0.6, 0.0, -0.6], [-0.1, -0.5, 0.0], [0.1, -0.1, 0.7], [-0.3, 0.3, 0.0], [-0.2, 0.1, 0.2], [0.3, 0.4, -0.3], [-0.1, 0.1, -0.8], [-0.1, -0.3, 1.0], [0.1, 0.0, -0.1], [-0.3, 0.1, -0.6], [0.7, 0.1, -0.2], [0.3, -0.4, 0.4], [-0.5, -0.2, 0.3], [0.4, -0.5, 0.1], [0.1, 0.3, -0.2], [-0.2, 0.2, 0.2], [0.0, -0.3, 0.4], [-0.4, 0.0, 0.2], [0.5, 0.0, -0.2], [-0.2, -0.1, 0.0], [0.2, 0.0, -0.3], [-0.1, -0.8, -0.7], [0.3, 0.1, 0.5], [-0.5, 0.9, -0.2], [0.3, -0.3, 0.6], [0.5, 0.0, 0.2], [0.7, -0.2, 0.1], [-0.8, 0.2, 0.0], [0.0, -0.1, 0.2], [0.0, -0.1, -0.1], [0.0, -0.2, -0.1], [0.1, -0.1, 0.0], [0.0, 0.3, 0.1], [0.0, 0.2, 0.0], [0.0, 0.1, -0.2], [-0.1, -0.2, 0.0], [-0.2, 0.2, -0.2], [0.1, -0.1, -0.1], [0.1, 0.0, 0.1], [0.1, -0.1, 0.1], [0.0, 0.2, 0.1], [-0.1, 0.0, -0.2], [0.3, 0.0, -0.2], [0.2, -0.1, 0.0], [-0.2, 0.1, 0.1], [-0.3, 0.3, 0.0], [-0.1, 0.3, -0.4], [-0.3, -0.3, -0.1], [-0.3, 0.2, 0.0], [0.1, -0.1, -0.2], [0.1, -0.4, 0.1], [0.2, 0.1, -0.2], [0.0, 0.0, 0.1], [-0.2, 0.0, 0.1], [-0.1, 0.1, -0.2], [0.0, 0.0, 0.0], [0.0, -0.1, 0.0], [0.0, 0.2, -0.1], [-0.1, 0.0, 0.0], [-0.1, -0.2, 0.2], [0.0, 0.0, -0.1], [0.0, 0.0, 0.0], [0.0, 0.0, 0.0], [-0.1, 0.0, 0.0], [0.0, 0.0, 0.0], [0.1, -0.1, 0.0], [0.0, 0.4, -0.4], [0.1, -0.2, 0.2], [0.1, -0.1, 0.1], [-0.1, 0.1, -0.2], [-0.1, 0.1, 0.0], [0.1, 0.1, -0.1], [-0.2, -0.2, 0.0], [0.1, 0.1, -0.1], [-0.1, 0.0, 0.1], [-0.3, 0.0, 0.1], [0.0, -0.1, -0.1], [0.1, 0.0, 0.1], [0.0, 0.0, 0.0], [0.0, 0.0, 0.0], [0.1, 0.0, 0.0], [-0.1, 0.1, 0.0], [0.1, 0.0, 0.2], [0.0, 0.0, 0.0], [0.1, -0.1, 0.2], [0.0, 0.1, 0.0], [-0.1, 0.0, 0.0], [-0.1, -0.1, -0.1], [0.1, 0.1, 0.0], [0.0, 0.0, 0.0], [0.1, -0.2, 0.1], [0.0, 0.0, 0.0], [-0.1, 0.0, 0.0], [-0.1, 0.1, 0.0], [0.0, -0.1, 0.0], [0.2, -0.1, 0.0], [-0.1, 0.1, 0.0], [0.1, 0.0, 0.0], [0.1, 0.0, -0.1], [0.0, -0.1, -0.1], [0.1, 0.0, 0.0], [0.0, 0.0, 0.0], [-0.2, 0.1, 0.1], [0.1, -0.1, -0.1], [0.0, 0.1, -0.1], [0.0, 0.0, -0.1], [0.0, 0.0, 0.1], [0.0, -0.1, 0.1], [-0.1, 0.1, -0.1], [0.0, -0.1, 0.0], [0.1, 0.0, 0.2], [0.0, -0.1, 0.1], [0.0, 0.0, 0.0], [0.0, 0.1, 0.0], [-0.1, 0.1, 0.1], [0.0, 0.0, 0.0], [0.1, -0.1, -0.1]],
  "lumo_ev": -1.33,
  "total_energy_ha": -4242.193898,
  "orbital_gap_ev": 8.33
}

=====

(2)
{
  "formula": "C18H6Br4N4O2RhSe",
  "method": "ωB97M-V/def2-TZVPD",
  "symbols": ["Rh", "Br", "C", "C", "Br", "C", "Br", "C", "O", "C", "O", "C", "Br", "Se", "N", "C", "C", "C", "C", "C", "N", "C", "C", "N", "C", "C", "C", "C", "C", "N", "H", "H", "H", "H", "H", "H"],
  "xyz": [[0.5891, 0.5892, -0.0001], [4.1622, 6.4811, 0.0000], [3.6769, 4.6725, 0.0000], [4.6724, 3.6770, 0.0000], [6.4810, 4.1623, 0.0000], [4.3226, 2.3258, -0.0001], [5.5860, 0.9452, -0.0001], [2.9717, 1.9443, -0.0001], [2.5480, 0.7439, -0.0001], [1.9442, 2.9718, -0.0001], [0.7438, 2.5481, -0.0001], [2.3257, 4.3227, -0.0001], [0.9451, 5.5862, -0.0001], [-4.7583, -4.7586, 0.0002], [-4.7816, -2.9727, 0.0002], [-3.5517, -2.5182, 0.0000], [-3.2069, -1.1317, 0.0000], [-4.1149, -0.0796, 0.0000], [-3.6305, 1.2261, -0.0001], [-2.2592, 1.4555, -0.0001], [-1.3643, 0.4708, -0.0001], [-1.8146, -0.8241, -0.0001], [-0.8241, -1.8146, -0.0001], [0.4708, -1.3642, -0.0001], [1.4556, -2.2590, -0.0001], [1.2263, -3.6303, -0.0001], [-0.0794, -4.1149, 0.0000], [-1.1316, -3.2068, 0.0000], [-2.5180, -3.5518, 0.0000], [-2.9725, -4.7817, 0.0002], [-5.1738, -0.2913, 0.0000], [-4.3071, 2.0660, -0.0001], [-1.8745, 2.4666, -0.0001], [2.4666, -1.8743, -0.0001], [2.0662, -4.3069, -0.0001], [-0.2910, -5.1737, 0.0000]],
  "atomic_forces_ev_per_a": [[-0.2, -0.2, 0.0], [-0.1, -0.3, 0.0], [0.9, 0.3, 0.0], [0.3, 0.9, 0.0], [-0.3, -0.1, 0.0], [0.5, -1.1, 0.0], [-0.4, 0.4, 0.0], [-0.4, 0.4, 0.0], [1.3, -0.3, 0.0], [0.4, -0.4, 0.0], [-0.3, 1.3, 0.0], [-1.1, 0.5, 0.0], [0.4, -0.4, 0.0], [0.7, 0.7, 0.0], [-0.1, 0.4, 0.0], [-0.5, -1.7, 0.0], [-0.1, 1.7, 0.0], [0.5, -1.2, 0.0], [0.9, 0.7, 0.0], [-1.2, 0.6, 0.0], [-0.2, -0.2, 0.0], [-0.2, -1.2, 0.0], [-1.2, -0.2, 0.0], [-0.2, -0.2, 0.0], [0.6, -1.2, 0.0], [0.7, 0.9, 0.0], [-1.2, 0.5, 0.0], [1.7, -0.1, 0.0], [-1.7, -0.5, 0.0], [0.4, -0.1, 0.0], [0.0, 0.0, 0.0], [0.0, 0.1, 0.0], [0.1, 0.0, 0.0], [0.0, 0.1, 0.0], [0.1, 0.0, 0.0], [0.0, -0.1, 0.0]],
  "multiplicity": 5,
  "lumo_ev": [-3.24, -7.86],
  "charge": 1,
  "total_energy_ha": -13866.756094,
  "relative_energy_kj_mol": 184.3,
  "orbital_gap_ev": [4.87, 3.18],
  "s2": 6.035
}

=====

(3)
{
  "formula": "C18H8F5N5O4",
  "method": "ωB97M-V/def2-TZVPD",
  "symbols": ["F", "F", "F", "F", "F", "N", "N", "N", "N", "O", "O", "O", "O", "C", "C", "C", "C", "C", "C", "C", "C", "C", "C", "C", "C", "C", "C", "C", "C", "N", "C", "C", "H", "H", "H", "H", "H", "H", "H", "H"],
  "xyz": [[-2.6708, 5.3692, -2.5765], [-0.9945, 6.8394, -2.4269], [-1.9223, 6.5845, -4.3189], [-0.8330, -8.0230, 1.2293], [-1.4003, -6.9605, 3.2580], [0.4047, 2.0664, 2.0607], [-1.6458, -1.2440, -1.0944], [-1.6523, 0.0181, -1.4374], [2.2376, 0.8951, 2.6880], [0.1569, -0.3347, -0.2684], [-0.8034, 4.7291, -3.6044], [0.4515, -6.3928, 1.9076], [-1.6963, -5.9075, 1.3953], [1.0673, 1.5324, 3.0718], [-0.6603, -1.4962, -0.2807], [-0.5381, 0.5502, -0.9893], [2.3720, 1.1166, 1.3414], [0.8754, 4.4424, -1.7085], [1.3978, -4.1930, 1.4166], [0.9890, -2.9362, 0.8977], [-1.3558, -3.7808, 0.4899], [-0.6553, 2.7216, -2.1985], [1.3656, 3.7462, -0.5908], [-0.1620, 4.0245, -2.5521], [0.3869, -5.0932, 1.5329], [-0.9462, -4.8360, 1.1253], [-0.3307, -2.7649, 0.3931], [-0.1076, 1.8958, -1.1262], [0.8690, 2.4506, -0.2632], [1.2512, 1.8906, 0.9787], [-1.5976, 5.9437, -3.1882], [-0.8883, -6.9165, 2.0390], [0.5329, 1.5301, 3.9695], [3.1482, 0.8346, 0.6013], [1.2715, 5.4448, -1.8899], [2.3615, -4.4898, 1.6142], [1.6245, -2.1103, 0.8898], [-2.4352, -3.7264, 0.2275], [-1.4464, 2.3751, -2.8150], [1.9786, 4.2047, 0.2016]],
  "atomic_forces_ev_per_a": [[0.8, 1.7, -0.4], [-0.1, -1.0, 0.3], [-0.1, -1.0, 0.9], [-1.1, 0.6, 2.5], [1.1, -1.8, -0.4], [1.4, 0.3, -0.9], [-0.7, -2.9, 1.9], [1.1, 2.5, -1.2], [0.5, 0.3, -1.6], [-0.2, -1.6, 1.0], [0.4, 2.3, 1.8], [-0.6, -1.4, 1.9], [-0.7, -2.4, 0.4], [0.7, -0.8, -3.7], [0.4, 1.4, -1.4], [-1.9, -1.6, 0.2], [-2.9, 1.6, 2.4], [0.5, 1.7, -0.3], [-2.5, 0.8, -0.7], [-2.4, -1.6, -0.5], [-0.7, 3.5, -1.1], [1.4, 0.7, 0.4], [-1.2, -1.2, 0.4], [-0.8, -2.6, 2.1], [-1.1, 0.3, -0.6], [2.3, -2.5, 1.5], [0.7, 0.6, 0.1], [0.6, 2.7, -1.2], [-0.3, 1.8, -1.7], [0.8, -1.5, 1.1], [0.4, -2.9, -1.3], [1.0, 3.4, -3.8], [0.1, -0.3, 1.6], [-0.6, 0.1, 1.0], [0.0, -0.2, 0.1], [2.1, -0.2, 0.7], [1.1, 1.1, -0.2], [1.2, 0.5, -0.2], [-0.6, -0.8, -0.2], [0.0, 0.0, -0.9]],
  "lumo_ev": -0.53,
  "total_energy_ha": -1764.724067,
  "smiles": "FC(F)(F)Oc1ccc(-n2cncn2)c(-c2nnc(-c3ccc4c(c3)OC(F)(F)O4)o2)c1",
  "relative_energy_kj_mol": 222.2,
  "orbital_gap_ev": 7.96
}